C6H10 | ωB97M-V/def2-TZVPD

Calculated values
* E_tot: -234.59385 Eh
* multiplicity: 1
* energy above the lowest of the compared OMol25 structures with the same formula, charge and spin: 22.8 kJ/mol
* gap between HOMO and LUMO: 10.30 eV
* highest occupied orbital energy: -9.11 eV
* LUMO: 1.18 eV
* SMILES: C[C@@H]1C=CCC1

Structure (XYZ):
```
16
C6H10, DFT ωB97M-V/def2-TZVPD
C 1.69371 -0.40326 0.55562
C 0.69705 0.14635 -0.49058
C -0.02284 1.37763 0.02181
C -1.27752 1.11671 0.38044
C -1.62803 -0.33435 0.14443
C -0.48949 -0.80388 -0.78390
H 1.90955 0.33894 1.33214
H 2.64506 -0.69105 0.09648
H 1.28727 -1.28928 1.05595
H 1.24849 0.36555 -1.41286
H 0.48057 2.33544 0.13252
H -1.96690 1.82904 0.82756
H -1.63089 -0.88394 1.09631
H -2.61801 -0.47200 -0.30497
H -0.80905 -0.67405 -1.82336
H -0.23194 -1.85900 -0.64664
```

What are the Mulliken partial charges on each atom? They are as follows, in elementary charge units: number 1, C, carries -1.275; number 2, C, carries 0.351; number 3, C, carries -0.541; number 4, C, carries -0.413; number 5, C, carries -0.599; number 6, C, carries -0.919; number 7, H, carries 0.305; number 8, H, carries 0.326; number 9, H, carries 0.328; number 10, H, carries 0.383; number 11, H, carries 0.409; number 12, H, carries 0.408; number 13, H, carries 0.235; number 14, H, carries 0.360; number 15, H, carries 0.297; number 16, H, carries 0.345

***

C16H25IN5RhS | ωB97M-V/def2-TZVPD

Calculated values
* E_tot: -1704.47873 Eh
* multiplicity: 1
* energy above the lowest of the compared OMol25 structures with the same formula, charge and spin: 0.0 kJ/mol
* charge: +2
* gap between HOMO and LUMO: 7.65 eV
* highest occupied orbital energy: -13.81 eV
* LUMO: -6.16 eV

Structure (XYZ):
```
49
C16H25IN5RhS, DFT ωB97M-V/def2-TZVPD
Rh -0.33811 -0.69152 0.87246
N -0.32196 -2.22596 2.51344
C -0.98604 -3.45373 2.01169
C -0.74214 -3.57685 0.52034
N -1.05113 -2.30833 -0.20570
C -2.48984 -2.07597 -0.52393
C -3.20191 -1.40335 0.63189
N -2.40063 -0.23071 1.06659
H -0.66530 -2.00120 3.44221
H 0.67568 -2.40137 2.62087
H -0.61849 -4.35038 2.51259
H -2.04781 -3.38655 2.23467
H 0.31179 -3.78820 0.33416
H -1.32347 -4.40001 0.10101
H -0.54766 -2.35852 -1.08605
H -2.51144 -1.42007 -1.39418
H -2.97881 -3.01352 -0.79363
H -4.20757 -1.10602 0.33303
H -3.30595 -2.07018 1.48321
H -2.53614 0.53949 0.41296
H -2.72220 0.10180 1.97176
I 0.29605 1.39877 2.30720
C -0.35878 2.63738 0.74791
C -0.50711 3.97258 0.96266
C -0.84023 4.79779 -0.13408
C -0.95107 4.25940 -1.38200
C -0.76943 2.87065 -1.60701
C -0.80943 2.33412 -2.91623
C -0.57563 1.00700 -3.11645
C -0.36275 0.14745 -2.01384
C -0.37219 0.58771 -0.71079
C -0.51209 2.00313 -0.50990
H -0.36478 4.40768 1.94284
H -0.97900 5.85801 0.02514
H -1.17153 4.89315 -2.23147
H -1.00120 2.99739 -3.74975
H -0.56583 0.59695 -4.11757
H -0.17441 -0.89332 -2.25079
C 5.41143 0.32865 0.03289
N 4.28175 -0.51346 0.41343
C 3.02424 -0.25540 0.10786
N 2.70704 0.87722 -0.49784
S 1.85022 -1.48596 0.47009
H 6.32216 -0.13643 0.39541
H 5.32935 1.31565 0.49009
H 5.47625 0.42103 -1.05200
H 4.45970 -1.37727 0.90115
H 3.40666 1.56017 -0.74244
H 1.75976 1.01112 -0.82389
```

What are the Mulliken partial charges on each atom? They are as follows, in elementary charge units: number 1, Rh, carries -0.489; number 2, N, carries -0.307; number 3, C, carries -0.624; number 4, C, carries -0.639; number 5, N, carries 0.011; number 6, C, carries -0.605; number 7, C, carries -0.632; number 8, N, carries -0.312; number 9, H, carries 0.263; number 10, H, carries 0.226; number 11, H, carries 0.452; number 12, H, carries 0.290; number 13, H, carries 0.370; number 14, H, carries 0.462; number 15, H, carries 0.229; number 16, H, carries 0.325; number 17, H, carries 0.499; number 18, H, carries 0.469; number 19, H, carries 0.218; number 20, H, carries 0.283; number 21, H, carries 0.289; number 22, I, carries 0.135; number 23, C, carries 0.418; number 24, C, carries -0.527; number 25, C, carries -0.622; number 26, C, carries -0.954; number 27, C, carries 0.758; number 28, C, carries -0.680; number 29, C, carries -1.465; number 30, C, carries -0.029; number 31, C, carries -0.923; number 32, C, carries 1.953; number 33, H, carries 0.465; number 34, H, carries 0.434; number 35, H, carries 0.446; number 36, H, carries 0.445; number 37, H, carries 0.438; number 38, H, carries 0.470; number 39, C, carries -1.048; number 40, N, carries -0.150; number 41, C, carries 0.716; number 42, N, carries -0.177; number 43, S, carries -0.477; number 44, H, carries 0.354; number 45, H, carries 0.350; number 46, H, carries 0.358; number 47, H, carries 0.268; number 48, H, carries 0.233; number 49, H, carries 0.034